No. 1
{
  "formula": "C2H3ClN4O2S",
  "method": "ωB97M-V with the def2-TZVPD basis set",
  "species": ["C", "C", "N", "N", "N", "N", "O", "O", "S", "Cl", "H", "H", "H"],
  "positions_angstrom": [[-1.321122, -0.263589, -0.016946], [0.564089, 0.736406, 0.260535], [-0.428350, -1.173934, 0.136823], [0.719542, -0.535149, 0.375000], [-0.749892, 1.004545, 0.012451], [-2.644850, -0.549959, -0.223452], [3.052647, -0.694912, -1.168367], [3.308545, -0.042215, 1.087223], [3.011229, -1.081305, 0.171816], [1.637114, 2.046052, 0.633842], [-1.228686, 1.806244, -0.312080], [-2.591408, -1.487389, -0.688864], [-3.328852, 0.235209, -0.267985]],
  "forces_ev_per_a": [[-0.751, 1.621, -0.351], [0.027, 1.364, 0.664], [-0.530, -0.936, 0.326], [2.000, 0.542, 0.041], [-0.910, -2.095, 0.205], [0.663, -0.112, -0.334], [0.168, 0.441, -3.341], [0.936, 0.403, 1.449], [-0.051, -1.495, 1.944], [-0.792, -0.451, -0.482], [0.096, 0.996, -0.048], [-1.615, 1.499, 0.418], [0.760, -1.775, -0.491]],
  "nbo_charge": [0.500, 0.313, -0.334, -0.340, -0.574, -0.845, -0.906, -0.916, 1.737, 0.082, 0.429, 0.436, 0.418],
  "energy_ev": -35534.2505,
  "max_force_ha_per_bohr": 0.06562
}


No. 2
{
  "formula": "C3H9NO2S",
  "method": "ωB97M-V with the def2-TZVPD basis set",
  "species": ["C", "C", "C", "S", "O", "O", "H", "H", "H", "H", "H", "H", "N", "H", "H", "H"],
  "positions_angstrom": [[0.833915, -1.586947, -0.129612], [-0.084192, -0.489135, 0.419224], [0.510974, 0.421392, 1.367010], [-1.997378, -0.536982, 0.549413], [-2.600812, -0.886466, -0.741433], [-2.237959, 0.853695, 1.033623], [0.367981, -2.406680, -0.642846], [1.071668, -1.021585, -1.036704], [1.600190, -1.763658, 0.628169], [-0.049781, 0.106634, 2.282909], [0.091415, 1.439509, 1.339051], [1.679161, 0.543170, 1.289849], [0.310073, 1.096283, -1.329823], [-0.399577, 1.936070, -1.113762], [1.172890, 1.568034, -1.787281], [-0.268569, 0.726661, -2.127792]],
  "forces_ev_per_a": [[-1.632, 1.876, 0.226], [0.016, -0.712, -1.425], [1.067, 1.112, 0.611], [0.422, 0.766, 0.457], [0.584, 0.156, 0.031], [0.079, -0.912, -0.453], [-0.557, -0.866, 0.741], [1.304, 0.098, 0.336], [0.257, -0.340, -0.797], [1.335, -0.093, 0.251], [-0.146, -0.314, -0.534], [-2.290, -0.849, 0.811], [-1.859, 3.132, -1.809], [2.245, -2.046, -0.072], [-1.870, -0.982, 0.960], [1.045, -0.027, 0.667]],
  "nbo_charge": [-0.753, 0.203, -0.800, 1.613, -0.972, -0.996, 0.255, 0.290, 0.232, 0.309, 0.283, 0.231, -1.067, 0.400, 0.386, 0.388],
  "energy_ev": -19673.3652,
  "smiles": "CC(C)=S(=O)=O.N",
  "max_force_ha_per_bohr": 0.07908
}